(1)
{"formula": "C50H52CsN7O2Se", "method": "ωB97M-V/def2-TZVPD", "max_force_ev_per_a": 1.5, "orbital_gap_ha": 0.14253, "total_charge": -2, "symbols": ["Cs", "Se", "O", "O", "N", "N", "N", "N", "N", "N", "N", "C", "C", "C", "C", "C", "C", "C", "C", "C", "C", "C", "C", "C", "C", "C", "C", "C", "C", "C", "C", "C", "C", "C", "C", "C", "C", "C", "C", "C", "C", "C", "C", "C", "C", "C", "C", "C", "C", "C", "C", "C", "C", "C", "C", "C", "C", "C", "C", "C", "C", "H", "H", "H", "H", "H", "H", "H", "H", "H", "H", "H", "H", "H", "H", "H", "H", "H", "H", "H", "H", "H", "H", "H", "H", "H", "H", "H", "H", "H", "H", "H", "H", "H", "H", "H", "H", "H", "H", "H", "H", "H", "H", "H", "H", "H", "H", "H", "H", "H", "H", "H", "H"], "xyz": [[-0.57145, -1.64355, -0.70310], [-1.14725, 2.08869, -4.82056], [-5.01975, -2.16628, 1.85934], [0.17591, -5.99761, 1.31723], [2.69803, 3.50067, 0.77795], [-1.94815, -3.30272, 1.09425], [1.69318, -0.90518, 2.27857], [-1.02457, 2.67961, 2.24685], [0.80541, -3.78017, 1.45295], [2.18232, 1.62333, -2.74934], [-3.27384, -0.72937, 1.39186], [-3.52574, 0.33223, 3.55855], [1.79341, 1.24959, 1.22516], [4.58771, 3.02177, -3.06333], [-3.15572, -2.97324, 0.64755], [2.10731, 5.77983, -2.60310], [-4.15054, 2.66648, 3.66752], [2.37593, -1.33117, -2.49868], [0.92240, 5.02680, -2.54444], [2.74495, -4.11250, 4.56253], [-1.31152, -4.33123, 0.53872], [-4.27525, 1.55467, 0.03778], [1.68704, 0.50855, 2.56878], [4.00085, -3.68936, 4.14964], [-3.99177, 2.29068, -4.66636], [3.22267, -0.47227, -3.24649], [1.68309, -4.20020, 3.67552], [0.32211, -4.61905, 4.15015], [-3.12734, -0.94582, 4.23501], [-4.48651, 1.23133, -7.17341], [3.14965, -3.44242, 1.89672], [4.02903, -0.98052, -4.28347], [1.86553, -3.86372, 2.31161], [3.27188, -3.19232, -3.82303], [-3.73113, 1.49381, 4.28554], [-3.18498, 1.30225, -6.70152], [3.32170, 5.14921, -2.76379], [-2.91280, 1.85897, -5.44777], [-1.84385, -5.04823, -0.52967], [2.39852, -2.67624, -2.87335], [-4.36370, 2.66213, 2.29433], [0.37932, 0.86343, 3.28208], [-3.68277, 0.33851, 2.15310], [0.95328, 3.65421, -2.58972], [0.01870, 2.36052, 3.21258], [2.19115, 2.96828, -2.72823], [1.54571, 2.75417, 1.35740], [4.52727, 1.66775, -3.21376], [3.36208, -3.07745, 0.45724], [1.27331, 3.16462, 2.79131], [3.38913, 3.74493, -2.85520], [-5.28918, 2.21958, -5.14332], [-4.12132, 1.52808, 1.53155], [4.08074, -2.33247, -4.54499], [-3.77037, -3.64111, -0.40950], [-3.89943, -1.88544, 1.39120], [-5.54556, 1.70491, -6.40886], [-0.01094, -4.77146, 1.17654], [4.18427, -3.35279, 2.81493], [3.29336, 0.97453, -3.05185], [-3.08469, -4.67435, -1.02563], [-2.36830, 0.92921, -7.30616], [0.45641, 0.54030, 4.32259], [1.06335, 0.76609, 0.55962], [4.72310, -2.71775, -5.32913], [-0.02918, 5.53973, -2.50200], [-3.78763, 2.68715, -3.68057], [4.23535, 5.72381, -2.87221], [2.53616, 0.81243, 3.21134], [1.26199, -1.46681, 3.00166], [-1.26646, 1.87349, 1.68039], [-4.68002, 0.80648, -8.15389], [4.57843, -0.30518, -4.93566], [2.06411, 6.86154, -2.56869], [2.11435, 2.94640, 3.45449], [4.82153, -3.62822, 4.85506], [-3.29700, 1.66615, -0.44033], [4.40660, -2.83216, 0.26058], [-4.76558, -3.35251, -0.71946], [-3.91458, -1.68864, 4.09462], [3.06819, -3.90411, -0.18877], [-1.88228, 2.95593, 2.70706], [2.58141, -4.37439, 5.60371], [-6.10730, 2.57368, -4.52436], [0.06079, -5.58727, 3.71913], [-6.55833, 1.67253, -6.79536], [5.42782, 1.10841, -3.42433], [2.59129, 4.51029, 0.88149], [-4.70704, 0.61935, -0.31498], [-1.29532, -5.88602, -0.93819], [2.61367, -1.27823, 2.08951], [0.04576, 3.06415, -2.60432], [-4.31614, 3.56702, 4.24784], [-4.90559, 2.38631, -0.27707], [-0.42882, -3.90450, 3.80367], [-2.96493, -0.79336, 5.30293], [2.77915, 1.04973, 0.79546], [0.67034, 3.04104, 0.77703], [-3.52631, -5.20293, -1.86296], [1.04234, 4.23137, 2.84488], [5.16011, -3.01375, 2.47904], [-0.42033, 0.28148, 2.81502], [0.28850, -4.68910, 5.23880], [-2.22533, -1.36217, 3.78018], [2.73441, -2.22780, 0.18095], [5.52568, 3.56185, -3.13815], [-3.55623, 1.48137, 5.35699], [1.76637, -3.39301, -2.35527], [3.57952, 3.19225, 1.18208], [-4.70164, 3.56856, 1.80301], [3.31932, -4.26316, -4.00103], [2.69059, 3.32477, -0.25028], [-0.28916, 2.70235, 4.20452]], "forces_ev_per_angstrom": [[0.905, 0.940, -0.627], [0.183, -0.085, 0.040], [-0.007, -0.164, 0.091], [-0.268, -0.057, 0.059], [-0.148, 0.228, -1.187], [-0.250, -0.254, 0.498], [-0.156, 0.383, -0.004], [-0.206, 0.054, 0.002], [-0.350, 0.545, -0.262], [0.105, -0.382, -0.210], [0.665, -0.037, -0.345], [0.006, -0.166, -0.033], [-0.190, -0.318, 0.186], [-0.085, -0.218, -0.163], [-0.520, -0.353, 0.149], [0.525, -0.009, -0.079], [-0.012, 0.044, 0.016], [-0.470, 1.024, 0.534], [-0.133, -0.282, 0.095], [0.143, 0.037, 0.025], [-0.296, -0.789, 0.105], [0.031, -0.028, 0.111], [-0.003, -0.040, -0.033], [-0.002, 0.020, 0.073], [-0.242, -0.084, -0.160], [0.183, -1.413, -0.430], [-0.146, -0.074, -0.069], [0.096, -0.015, -0.059], [0.003, 0.029, -0.051], [-0.015, -0.003, -0.052], [0.056, -0.233, -0.139], [-0.003, 0.399, 0.084], [0.288, -0.246, 0.310], [-0.216, -0.211, 0.125], [-0.031, 0.093, 0.000], [-0.279, -0.027, -0.048], [-0.270, 0.252, 0.030], [0.386, 0.191, 0.187], [-0.002, 0.052, 0.021], [0.579, -0.029, -0.069], [0.032, 0.056, 0.097], [0.103, 0.037, -0.077], [-0.119, 0.389, 0.272], [0.128, 0.176, 0.134], [0.299, 0.098, 0.008], [0.381, 0.758, 0.212], [-0.454, -0.426, 0.392], [0.388, 0.483, 0.070], [-0.090, -0.099, 0.186], [-0.141, 0.035, 0.040], [-0.388, -0.343, 0.280], [-0.016, 0.029, 0.038], [0.039, -0.101, -0.044], [0.171, -0.193, -0.314], [0.039, 0.053, 0.014], [-0.289, 0.332, -0.095], [-0.201, -0.021, -0.091], [0.684, -0.307, -0.075], [0.085, -0.051, 0.096], [-0.763, 0.246, 0.334], [0.040, 0.011, 0.028], [0.056, 0.050, 0.036], [-0.072, -0.059, -0.017], [0.293, 0.343, -0.010], [0.013, 0.039, -0.035], [-0.064, -0.045, 0.040], [0.000, 0.040, 0.008], [0.021, 0.037, 0.038], [-0.100, -0.006, -0.058], [0.061, -0.046, -0.007], [-0.096, -0.018, 0.064], [0.006, 0.005, 0.002], [0.126, -0.010, 0.047], [-0.014, 0.020, -0.003], [0.074, 0.035, -0.019], [0.005, 0.023, 0.001], [-0.054, -0.056, -0.108], [0.014, 0.040, -0.039], [0.009, 0.042, 0.022], [0.016, -0.068, 0.018], [-0.013, 0.036, -0.093], [-0.124, -0.092, 0.004], [-0.023, -0.005, 0.002], [-0.018, -0.009, -0.011], [-0.085, -0.005, -0.005], [-0.002, -0.045, 0.027], [-0.017, -0.082, 0.062], [0.040, -0.016, 0.122], [0.018, 0.017, -0.071], [0.047, 0.016, 0.061], [-0.073, 0.016, 0.091], [-0.076, -0.035, 0.024], [-0.027, 0.001, 0.006], [0.012, 0.037, -0.028], [-0.084, -0.021, 0.019], [0.034, 0.008, 0.024], [-0.014, -0.087, -0.176], [0.136, 0.154, -0.102], [0.025, 0.017, -0.009], [-0.006, 0.053, -0.011], [0.001, -0.033, -0.058], [-0.076, -0.043, 0.067], [-0.002, 0.035, 0.011], [0.032, -0.041, -0.007], [0.034, -0.027, -0.242], [0.047, -0.033, -0.032], [-0.054, -0.031, 0.029], [-0.132, -0.111, 0.106], [0.075, 0.023, -0.101], [-0.019, -0.001, -0.047], [-0.033, -0.018, -0.079], [0.324, 0.004, 0.309], [-0.025, 0.012, -0.100]]}

---

(2)
{"formula": "C16H26BBrF13O3S", "method": "ωB97M-V/def2-TZVPD", "max_force_ev_per_a": 2.0, "orbital_gap_ha": 0.28154, "total_charge": -1, "symbols": ["Br", "S", "F", "F", "F", "F", "F", "F", "F", "F", "F", "F", "F", "F", "F", "O", "O", "O", "C", "C", "C", "C", "C", "C", "C", "C", "C", "C", "C", "C", "C", "C", "C", "C", "B", "H", "H", "H", "H", "H", "H", "H", "H", "H", "H", "H", "H", "H", "H", "H", "H", "H", "H", "H", "H", "H", "H", "H", "H", "H", "H"], "xyz": [[3.54827, -3.31574, -1.61699], [-5.67658, 1.03880, 0.36771], [-5.21420, 2.52920, 0.37238], [-7.14584, 1.53506, 0.64356], [-1.88474, -2.58965, 2.75651], [-1.45768, -0.13738, 2.73710], [-3.49786, -0.47816, 3.12324], [-5.48184, 0.87229, 1.91514], [-3.61678, -2.54155, 1.52584], [-3.00393, 1.76906, 1.74259], [-3.53478, 1.16789, -1.04352], [-5.98111, 1.13021, -1.18225], [-4.01024, -0.77464, -0.49988], [-6.23740, -0.44358, 0.32327], [-1.70827, 0.77455, 0.43941], [2.88525, 2.26734, -0.47521], [1.33828, 1.67077, -2.76131], [-0.03323, -0.49555, -1.65731], [-2.59268, -0.49315, 2.13979], [-0.00623, -1.94913, 0.74392], [4.30640, -1.89226, 1.51044], [1.90938, 3.17004, -0.94113], [1.76370, 2.98413, -2.44513], [-2.84819, 0.61801, 1.08841], [-2.40833, -1.96455, 1.67636], [-0.43446, 0.10403, -2.85079], [-0.07389, 1.57739, -2.75512], [2.51955, -2.29892, -0.21383], [-1.48680, -2.23787, 0.51519], [0.44670, -1.84891, -1.87100], [-3.92886, 0.42347, -0.02060], [3.59460, 2.73106, 0.66012], [3.08575, -2.78143, 1.13280], [3.09428, 2.01796, 1.94262], [0.92931, -2.57710, -0.46289], [-1.56282, -3.30902, 0.32344], [2.77838, 2.74843, 2.68602], [1.01802, 3.68937, -2.83088], [0.95845, 2.99767, -0.42860], [1.24826, -1.79275, -2.61962], [2.21213, 4.21397, -0.79353], [-1.77752, -1.74173, -0.40977], [2.73668, 3.13324, -2.90404], [4.63924, 2.44850, 0.51720], [3.49383, -3.78093, 1.03579], [3.94566, -0.86805, 1.55599], [-0.52605, 2.17015, -3.55989], [-0.35052, -2.46075, -2.32788], [0.10612, -0.30943, -3.70579], [0.68703, -3.76743, -0.54148], [2.28052, 1.34674, 1.69227], [5.09013, -1.97553, 0.76476], [2.38585, -2.68371, 1.95929], [0.19373, -0.88960, 0.90385], [-1.51560, 0.00192, -3.02640], [-0.43927, 1.90969, -1.77625], [3.90733, 1.42602, 2.35395], [2.81459, -1.26238, -0.37407], [4.65293, -2.17202, 2.50788], [0.29617, -2.45061, 1.67018], [3.56920, 3.81655, 0.76818]], "forces_ev_per_angstrom": [[0.107, 0.286, -0.047], [-0.963, -1.265, -0.410], [0.480, 0.530, 0.298], [-0.365, 0.248, 0.121], [0.130, -0.147, 0.856], [1.026, 0.542, 0.136], [-1.195, 0.202, 0.125], [0.349, 0.371, 0.494], [-1.013, 0.140, -0.414], [-0.936, 0.695, 0.514], [0.344, 1.171, -0.572], [0.066, 0.211, -0.444], [-0.022, -1.857, 0.192], [-0.095, -0.366, 0.182], [0.954, -0.401, -0.887], [0.354, 0.832, -0.074], [-0.033, 0.469, -0.498], [-0.034, -0.529, -0.269], [0.143, -0.889, 0.140], [0.677, -0.424, 0.574], [-0.956, -0.419, 0.319], [-0.061, -0.096, -0.527], [-0.438, -0.714, 0.480], [0.306, -0.559, 0.368], [1.060, -0.171, -0.460], [0.276, 0.740, 0.017], [0.032, -0.718, 0.628], [-0.531, -0.894, 0.625], [0.505, 0.080, -0.561], [0.082, -0.499, 0.280], [-0.212, 1.494, -0.040], [0.052, -1.095, 0.532], [1.590, 1.204, -0.436], [0.430, 0.608, -0.290], [-0.513, 0.949, -0.540], [-0.224, -0.131, 0.061], [-0.149, -0.130, 0.137], [0.229, 0.296, -0.066], [-0.100, 0.055, 0.037], [0.028, -0.035, 0.017], [0.046, 0.022, 0.235], [-0.344, 0.136, 0.122], [0.084, 0.083, -0.162], [0.027, 0.069, -0.188], [-0.561, -0.426, 0.186], [0.204, 0.268, 0.002], [0.040, 0.054, -0.046], [-0.164, 0.263, -0.076], [-0.025, -0.169, -0.100], [0.120, -0.288, 0.024], [-0.176, -0.029, -0.007], [0.190, 0.000, -0.011], [-0.370, -0.284, -0.175], [-0.123, 0.182, -0.141], [-0.054, -0.084, -0.028], [-0.236, 0.250, -0.114], [-0.053, -0.095, 0.204], [-0.015, 0.056, -0.188], [0.349, 0.057, -0.060], [-0.119, 0.052, 0.084], [-0.201, 0.095, -0.160]]}

---

The calculation returns the following HOMO level values, one per record and in order: -1.36, -5.44 eV.